# 1
{"formula": "C6H16", "method": "ωB97M-V with the def2-TZVPD basis set", "smiles": "CC(C)C.CC", "homo_ha": -0.404, "charge": 0, "species": ["C", "C", "C", "C", "H", "H", "H", "H", "H", "H", "H", "H", "H", "H", "C", "C", "H", "H", "H", "H", "H", "H"], "positions_angstrom": [[1.668, 1.579, 1.936], [0.868, 0.788, 0.890], [0.071, -0.287, 1.579], [-0.103, 1.696, 0.098], [2.128, 0.903, 2.657], [0.997, 2.251, 2.478], [2.447, 2.189, 1.478], [1.602, 0.465, 0.162], [-0.634, 0.092, 2.331], [-0.645, -0.866, 1.009], [0.672, -0.956, 2.201], [0.237, 2.731, 0.038], [-0.112, 1.354, -0.940], [-1.124, 1.639, 0.440], [-0.565, -2.031, -1.542], [-1.447, -1.337, -2.567], [-0.877, -3.077, -1.475], [0.510, -2.104, -1.702], [-0.637, -1.557, -0.570], [-2.494, -1.507, -2.332], [-1.233, -1.714, -3.568], [-1.328, -0.253, -2.599]], "lowdin_charge": [-0.093, -0.469, -0.111, -0.078, 0.070, 0.079, 0.073, 0.119, 0.087, 0.042, 0.080, 0.072, 0.060, 0.070, -0.164, -0.161, 0.067, 0.067, 0.014, 0.062, 0.062, 0.050]}

# 2
{"formula": "C37H49Cl15F32O4", "method": "ωB97M-V with the def2-TZVPD basis set", "smiles": "FC(F)C(F)(F)COC(F)(F)C(F)F.FC(F)C(F)(F)COC(F)(F)C(F)F.FC(F)C(F)(F)COC(F)(F)C(F)F.FC(F)C(F)(F)COC(F)(F)C(F)F.ClC(Cl)Cl.ClC(Cl)Cl.ClC(Cl)Cl.ClC(Cl)Cl.ClC(Cl)Cl.CCCCCC.CCCCCC", "homo_ha": -0.396, "charge": 0, "species": ["F", "C", "F", "C", "F", "F", "C", "O", "C", "F", "F", "C", "F", "F", "H", "H", "H", "H", "F", "C", "F", "C", "F", "F", "C", "O", "C", "F", "F", "C", "F", "F", "H", "H", "H", "H", "F", "C", "F", "C", "F", "F", "C", "O", "C", "F", "F", "C", "F", "F", "H", "H", "H", "H", "F", "C", "F", "C", "F", "F", "C", "O", "C", "F", "F", "C", "F", "F", "H", "H", "H", "H", "Cl", "C", "Cl", "Cl", "H", "Cl", "C", "Cl", "Cl", "H", "Cl", "C", "Cl", "Cl", "H", "Cl", "C", "Cl", "Cl", "H", "Cl", "C", "Cl", "Cl", "H", "C", "C", "C", "C", "C", "C", "H", "H", "H", "H", "H", "H", "H", "H", "H", "H", "H", "H", "H", "H", "C", "C", "C", "C", "C", "C", "H", "H", "H", "H", "H", "H", "H", "H", "H", "H", "H", "H", "H", "H"], "positions_angstrom": [[4.653, -1.714, 1.624], [3.501, -1.051, 1.526], [3.413, -0.330, 2.642], [3.272, -0.277, 0.208], [3.560, -0.950, -0.895], [4.220, 0.686, 0.132], [1.892, 0.362, 0.111], [0.882, -0.660, 0.010], [-0.385, -0.396, -0.599], [-0.926, 0.647, -0.126], [-0.221, -0.025, -1.879], [-1.414, -1.587, -0.313], [-1.133, -2.515, -1.208], [-1.492, -2.145, 0.904], [2.699, -1.789, 1.537], [1.988, 0.913, -0.824], [1.807, 1.085, 0.923], [-2.460, -1.334, -0.484], [7.905, 7.896, 4.828], [8.592, 6.823, 5.349], [8.234, 6.691, 6.581], [8.412, 5.485, 4.484], [9.020, 5.871, 3.384], [7.209, 4.983, 4.215], [9.285, 4.425, 5.230], [10.629, 4.835, 5.316], [11.662, 3.846, 5.494], [11.234, 3.076, 6.477], [11.758, 3.084, 4.389], [13.121, 4.290, 5.559], [13.391, 4.957, 6.681], [14.025, 3.332, 5.365], [9.646, 7.099, 5.383], [9.200, 3.488, 4.678], [8.988, 4.175, 6.249], [13.279, 5.065, 4.809], [-1.211, -5.908, -10.116], [-1.144, -5.191, -8.946], [0.020, -4.556, -8.807], [-2.326, -4.269, -8.933], [-2.190, -3.296, -9.797], [-2.314, -3.639, -7.788], [-3.755, -4.851, -9.224], [-4.053, -6.089, -8.454], [-5.410, -6.457, -8.313], [-6.073, -5.503, -7.691], [-6.005, -6.447, -9.509], [-5.314, -7.839, -7.664], [-4.730, -7.821, -6.475], [-6.442, -8.553, -7.590], [-1.242, -5.874, -8.102], [-3.873, -5.052, -10.288], [-4.561, -4.124, -9.125], [-4.604, -8.466, -8.203], [2.211, 8.398, -3.304], [2.918, 8.296, -4.340], [2.496, 7.190, -4.952], [2.561, 9.416, -5.359], [3.399, 9.390, -6.397], [2.842, 10.494, -4.713], [1.010, 9.500, -5.748], [0.563, 10.798, -6.220], [-0.171, 11.733, -5.363], [-1.241, 11.185, -4.843], [0.570, 12.177, -4.294], [-0.606, 12.889, -6.319], [-1.602, 13.707, -5.873], [0.415, 13.549, -6.801], [3.978, 8.165, -4.124], [0.521, 9.132, -4.847], [0.891, 8.691, -6.468], [-0.912, 12.440, -7.264], [-8.644, -7.657, 1.133], [-8.756, -6.603, 2.586], [-9.578, -5.142, 2.124], [-7.142, -6.360, 3.379], [-9.259, -7.000, 3.467], [-3.474, 4.911, -5.040], [-4.003, 4.755, -6.740], [-5.117, 6.134, -7.289], [-4.581, 3.192, -7.191], [-3.015, 4.810, -7.198], [3.013, -6.067, -3.834], [1.969, -6.431, -2.458], [2.930, -7.185, -1.187], [0.564, -7.473, -2.984], [1.483, -5.536, -2.068], [8.572, -5.995, 8.055], [8.878, -6.087, 6.331], [7.733, -7.134, 5.522], [10.620, -6.509, 6.116], [8.834, -5.135, 5.802], [9.575, -5.367, -1.658], [10.256, -4.133, -2.716], [10.971, -4.925, -4.129], [11.503, -3.055, -2.001], [9.389, -3.540, -3.009], [-7.673, 5.495, 1.410], [-9.241, 5.347, 1.574], [-9.912, 4.852, 0.361], [-11.519, 4.691, 0.328], [-12.014, 4.509, -1.088], [-13.291, 3.747, -1.134], [-7.175, 4.535, 1.273], [-7.277, 6.004, 2.288], [-7.393, 6.205, 0.632], [-9.428, 4.680, 2.415], [-9.675, 6.308, 1.849], [-9.566, 3.856, 0.083], [-9.585, 5.568, -0.392], [-11.841, 3.827, 0.909], [-11.916, 5.614, 0.750], [-12.240, 5.429, -1.627], [-11.214, 3.932, -1.553], [-13.068, 2.879, -0.513], [-14.231, 4.263, -0.943], [-13.422, 3.389, -2.155], [0.219, -5.510, 6.834], [0.096, -6.932, 7.315], [0.709, -7.210, 8.667], [0.972, -8.669, 9.034], [-0.295, -9.494, 9.236], [-0.140, -10.989, 8.867], [-0.424, -4.713, 7.207], [0.136, -5.436, 5.750], [1.231, -5.152, 7.020], [-0.947, -7.248, 7.367], [0.509, -7.538, 6.509], [0.108, -6.847, 9.501], [1.702, -6.768, 8.744], [1.542, -9.058, 8.190], [1.668, -8.728, 9.871], [-0.704, -9.393, 10.241], [-1.091, -9.213, 8.546], [0.241, -11.131, 7.856], [0.468, -11.629, 9.507], [-1.100, -11.493, 8.755]], "lowdin_charge": [0.113, -0.341, 0.116, -0.482, 0.153, 0.111, -0.048, 0.021, -0.546, 0.200, 0.155, -0.301, 0.108, 0.109, 0.165, 0.147, 0.149, 0.169, 0.068, -0.329, 0.137, -0.460, 0.145, 0.158, -0.075, 0.000, -0.485, 0.177, 0.136, -0.331, 0.106, 0.132, 0.163, 0.143, 0.142, 0.173, 0.082, -0.304, 0.127, -0.535, 0.158, 0.158, 0.007, -0.002, -0.547, 0.175, 0.155, -0.329, 0.121, 0.114, 0.173, 0.135, 0.140, 0.172, 0.182, -0.403, 0.091, -0.502, 0.137, 0.154, -0.020, 0.007, -0.465, 0.177, 0.127, -0.323, 0.096, 0.129, 0.178, 0.131, 0.137, 0.166, 0.497, -1.519, 0.539, 0.478, 0.006, 0.502, -1.519, 0.458, 0.562, -0.004, 0.515, -1.510, 0.521, 0.464, 0.010, 0.527, -1.556, 0.540, 0.481, 0.009, 0.523, -1.532, 0.501, 0.496, 0.012, -0.097, -0.286, -0.239, -0.193, -0.311, -0.134, 0.067, 0.058, 0.062, 0.103, 0.105, 0.109, 0.110, 0.102, 0.105, 0.112, 0.107, 0.072, 0.079, 0.069, -0.125, -0.276, -0.239, -0.233, -0.249, -0.123, 0.070, 0.066, 0.068, 0.101, 0.112, 0.115, 0.107, 0.104, 0.110, 0.105, 0.094, 0.065, 0.065, 0.061]}

Calculated orbital gap (Ha), listed in the same order as above: 0.44400 0.39939